The following is a quantum chemistry calculation of a 2-piece molecular cluster, C3H8N5O overall in a non-equilibrium geometry, from OMol25.

* ΔE to the lowest compared entry with this formula, charge and spin: 179.3 kJ/mol
* charge: +1

Each line ends with the Mulliken charge.
CARTESIAN COORDINATES (ANGSTROEM)
C1 1.454 -0.975 -0.137  -0.851
C2 1.212 0.310 0.462  0.878
C3 0.569 -1.910 -0.552  0.537
N1 0.146 0.995 0.166  -0.580
N2 -2.643 0.468 0.668  -0.518
N3 2.254 0.833 1.146  -0.392
N4 -1.629 -0.290 -1.187  -0.465
N5 -1.969 0.619 -0.334  0.669
O1 -0.168 -2.676 -1.007  -0.345
H1 2.467 -1.277 -0.073  0.328
H2 0.015 1.895 0.561  0.180
H3 -2.745 -0.520 0.873  0.282
H4 3.138 0.442 1.150  0.172
H5 2.242 1.750 1.450  0.180
H6 -1.780 -1.166 -0.887  0.240
H7 -0.808 -0.075 -1.653  0.336
H8 -1.754 1.576 -0.645  0.350



The following is a quantum chemistry calculation of a 2-piece molecular cluster, C3H8NO overall in a non-equilibrium geometry, from OMol25.

* ΔE to the lowest compared entry with this formula, charge and spin: 81.5 kJ/mol
* charge: -1

Each line ends with the Mulliken charge.
CARTESIAN COORDINATES (ANGSTROEM)
C1 -2.502 -0.321 0.532  -0.563
O1 -2.060 -0.064 -0.794  -0.599
H1 -2.546 -1.415 0.664  0.185
H2 -1.755 0.048 1.231  0.292
H3 -3.506 0.068 0.623  0.185
C2 2.525 -0.247 0.541  -0.819
C3 1.880 0.290 -0.538  -0.192
N1 0.586 0.487 -0.806  -0.685
H4 1.957 -0.845 1.254  0.218
H5 3.493 0.109 0.872  0.188
H6 2.523 0.693 -1.345  0.212
H7 0.460 1.224 -1.481  0.057
H8 -1.055 -0.028 -0.752  0.521



The following is a quantum chemistry calculation of a 2-piece molecular cluster, C3H8NO overall in a non-equilibrium geometry, from OMol25.

* ΔE to the lowest compared entry with this formula, charge and spin: 59.9 kJ/mol
* charge: -1

Each line ends with the Mulliken charge.
CARTESIAN COORDINATES (ANGSTROEM)
C1 1.076 -1.139 1.447  -0.551
O1 0.042 -1.829 0.779  -0.638
H1 1.860 -1.012 0.691  0.213
H2 0.707 -0.243 1.952  0.243
H3 1.482 -1.812 2.219  0.218
C2 0.507 1.900 -0.920  -0.970
C3 -0.632 1.147 -1.159  0.060
N1 -1.195 0.199 -0.382  -0.764
H4 1.114 1.905 -0.026  0.243
H5 0.727 2.541 -1.760  0.219
H6 -1.088 1.471 -2.098  0.219
H7 -2.071 -0.026 -0.852  0.105
H8 -0.456 -1.180 0.155  0.402



- The highest charge belongs to which entry?
  C3H8N5O